{"formula": "C3H5N3", "method": "ωB97M-V/def2-TZVPD", "species": ["N", "C", "C", "N", "C", "N", "H", "H", "H", "H", "H"], "positions_angstrom": [[2.000, 0.003, -0.020], [0.786, -0.152, -0.512], [-0.235, 0.811, -0.501], [-1.429, 0.706, -0.003], [-1.364, -1.314, 0.627], [-0.240, -1.643, 0.547], [2.730, -0.645, -0.282], [2.192, 0.546, 0.815], [0.040, 1.658, -1.141], [-2.068, 1.409, -0.370], [-2.412, -1.380, 0.840]], "e_tot_ha": -281.446602, "gap_ev": 8.9, "homo_ev": -7.9, "de_lowest_kcal_mol": 90.01}



{"formula": "C7H16S2", "method": "ωB97M-V/def2-TZVPD", "species": ["C", "C", "C", "C", "S", "S", "C", "C", "C", "H", "H", "H", "H", "H", "H", "H", "H", "H", "H", "H", "H", "H", "H", "H", "H"], "positions_angstrom": [[-1.669, 0.761, 1.128], [-0.692, -0.384, 1.050], [-0.249, -0.839, 2.533], [0.577, -0.033, 0.262], [1.686, -1.539, 0.294], [1.790, 1.208, 1.072], [0.393, 0.479, -1.175], [-0.775, -0.183, -1.860], [1.706, 0.327, -2.016], [-1.188, 1.706, 1.424], [-2.543, 0.467, 1.657], [-1.925, 0.879, 0.118], [-1.163, -1.278, 0.617], [0.173, -0.129, 3.238], [-1.312, -1.101, 2.837], [0.302, -1.721, 2.370], [0.814, -2.225, -0.383], [0.936, 2.183, 1.048], [0.180, 1.605, -1.101], [-0.673, -1.266, -1.767], [-0.721, 0.202, -2.890], [-1.853, -0.029, -1.560], [1.703, -0.645, -2.404], [2.678, 0.629, -1.518], [1.824, 0.925, -2.974]], "e_tot_ha": -1072.626248, "gap_ev": 9.7, "homo_ev": -9.0, "de_lowest_kcal_mol": 35.52, "smiles": "CC(C)C(S)(S)C(C)C"}



{"formula": "C26H35AsBCdN8O5", "method": "ωB97M-V/def2-TZVPD", "species": ["Cd", "O", "C", "O", "C", "C", "C", "C", "C", "O", "C", "C", "O", "O", "H", "H", "H", "H", "H", "H", "H", "H", "C", "C", "N", "N", "C", "B", "N", "C", "C", "C", "N", "N", "C", "C", "C", "N", "N", "C", "C", "C", "N", "H", "H", "H", "H", "H", "H", "H", "H", "H", "H", "H", "H", "C", "C", "As", "C", "C", "C", "C", "H", "H", "H", "H", "H", "H", "H", "H", "H", "H", "H", "H", "H", "H", "H"], "positions_angstrom": [[0.255, -1.127, 0.620], [-0.989, -3.324, 3.292], [-1.266, -2.279, 2.719], [-1.525, -2.092, 1.476], [-1.241, -1.007, 3.615], [0.231, -0.765, 3.997], [0.377, 0.185, 5.184], [-0.041, 1.534, 4.554], [-0.268, 1.121, 3.097], [0.691, 0.058, 2.894], [-1.620, 0.377, 2.984], [-2.104, 0.492, 1.535], [-3.309, 0.790, 1.326], [-1.241, 0.566, 0.594], [-1.852, -1.251, 4.481], [0.809, -1.680, 4.076], [1.419, 0.209, 5.500], [-0.239, -0.113, 6.032], [0.743, 2.285, 4.634], [-0.955, 1.940, 4.988], [-0.121, 1.904, 2.359], [-2.404, 0.857, 3.568], [2.023, 1.655, -2.150], [1.624, 1.453, -0.824], [1.855, 0.203, -0.443], [2.409, -0.426, -1.506], [2.502, 0.423, -2.546], [2.575, -1.982, -1.528], [2.900, -2.518, -0.103], [4.059, -3.075, 0.299], [3.923, -3.472, 1.611], [2.613, -3.113, 1.948], [2.009, -2.541, 0.919], [1.206, -2.557, -2.021], [0.877, -3.337, -3.069], [-0.498, -3.431, -3.126], [-0.949, -2.660, -2.050], [0.077, -2.132, -1.401], [3.730, -2.349, -2.443], [4.859, -1.632, -2.679], [5.733, -2.433, -3.367], [5.044, -3.656, -3.500], [3.851, -3.604, -2.937], [1.976, 2.561, -2.728], [1.175, 2.148, -0.132], [2.906, 0.099, -3.491], [4.895, -3.171, -0.374], [4.661, -3.947, 2.233], [2.068, -3.285, 2.864], [1.645, -3.774, -3.681], [-1.086, -3.985, -3.837], [-1.951, -2.479, -1.694], [4.966, -0.617, -2.332], [6.717, -2.178, -3.723], [5.376, -4.570, -3.967], [-4.800, 3.680, 1.033], [-4.649, 2.880, -0.258], [-2.837, 2.222, -0.518], [-2.999, 1.045, -2.041], [-3.760, 1.661, -3.212], [-1.937, 3.821, -1.252], [-1.174, 4.606, -0.186], [-5.827, 4.027, 1.149], [-4.151, 4.557, 1.041], [-4.549, 3.060, 1.894], [-4.911, 3.484, -1.129], [-5.287, 1.997, -0.236], [-3.488, 0.143, -1.673], [-1.983, 0.763, -2.322], [-4.801, 1.859, -2.956], [-3.753, 0.972, -4.058], [-3.309, 2.597, -3.544], [-2.721, 4.429, -1.708], [-1.257, 3.477, -2.034], [-1.829, 4.924, 0.626], [-0.715, 5.497, -0.615], [-0.381, 3.999, 0.252]], "e_tot_ha": -4254.473373, "s_squared": 0.753, "gap_ev": [8.6, 7.1], "homo_ev": [-8.2, -8.6], "spin_multiplicity": 2, "de_lowest_kcal_mol": 0.00}



{"formula": "C5H27NO11", "method": "ωB97M-V/def2-TZVPD", "species": ["C", "C", "C", "O", "N", "C", "C", "O", "H", "H", "H", "H", "H", "H", "H", "H", "H", "O", "H", "H", "O", "H", "H", "O", "H", "H", "O", "H", "H", "O", "H", "H", "O", "H", "H", "O", "H", "H", "O", "H", "H", "O", "H", "H"], "positions_angstrom": [[0.715, 1.385, 0.876], [-0.041, 0.099, 0.489], [0.846, -1.097, 0.938], [0.654, -1.315, 2.107], [-0.299, -0.015, -0.959], [-1.783, 0.087, -1.199], [0.499, 0.411, -1.980], [1.705, 0.529, -1.885], [0.197, 2.218, 0.452], [0.917, 1.473, 1.958], [1.749, 1.332, 0.465], [-1.033, -0.121, 0.921], [1.421, -1.482, 0.005], [-1.907, 0.081, -2.297], [-2.225, -0.910, -0.993], [-2.311, 0.857, -0.687], [-0.125, 0.438, -2.902], [-1.054, 3.301, 2.794], [-0.900, 2.695, 3.533], [-0.239, 3.813, 2.780], [-0.118, -3.865, -2.871], [-0.412, -3.263, -2.155], [0.329, -3.119, -3.357], [-1.268, 0.543, 4.320], [-0.622, 0.164, 3.701], [-1.016, 0.140, 5.160], [1.351, 3.845, -3.498], [0.618, 3.246, -3.330], [1.645, 4.077, -2.597], [-2.906, 1.209, 2.363], [-2.000, 0.962, 2.162], [-2.727, 1.975, 2.930], [-3.464, -2.266, 2.195], [-3.174, -1.341, 2.206], [-2.747, -2.778, 1.813], [-0.203, -3.078, -0.370], [-0.699, -2.892, 0.434], [-0.113, -2.230, -0.822], [3.649, 2.302, -0.688], [4.049, 1.432, -0.574], [3.278, 2.215, -1.603], [2.124, -2.322, -3.108], [2.433, -3.240, -3.016], [2.569, -1.849, -2.396]], "e_tot_ha": -1089.011204, "gap_ev": 10.3, "homo_ev": -10.4, "de_lowest_kcal_mol": 78.90, "smiles": "C[C@H](C=O)N(C)C=O.O.O.O.O.O.O.O.O.O"}



no.,largest force on an atom (eV/A)
1,0.93
2,4.24
3,0.49
4,3.46